20
Properties=species:S:1:pos:R:3:nbo_charge:R:1 method="wB97M-V/def2-TZVPD" homo_energy_ev=-9.0 energy_ev=-9943.1674 lumo_energy_ev=0.9033 total_charge=0 homo_lumo_gap_ev=9.9
H 2.590 -0.577 -1.311 0.225
O -1.724 -0.972 2.491 -0.959
C -0.684 1.670 0.143 -0.438
H 0.951 1.283 1.165 0.361
N 0.228 0.692 0.787 -0.641
H -1.066 -1.493 -0.078 0.196
H 1.387 0.570 -1.952 0.199
C 0.759 -0.357 -0.071 -0.060
O 0.201 -2.059 -1.615 -0.727
H -0.858 -0.315 -1.431 0.158
H -0.615 1.739 -0.937 0.185
H -2.291 -0.922 3.266 0.466
H -0.369 2.664 0.475 0.193
H -1.726 1.615 0.459 0.191
H -0.527 -2.582 -1.971 0.469
H -1.342 -0.097 2.342 0.489
C -0.375 -1.041 -0.789 -0.079
H 2.282 1.011 -0.531 0.194
C 1.847 0.159 -1.054 -0.622
H 1.331 -0.992 0.611 0.201